# C3H7NO

The molecule C3H7NO at a distorted geometry (ωB97M-V/def2-TZVPD, OMol25).

```
12
Properties=species:S:1:pos:R:3
C 0.95 0.81 0.23
C 0.58 -0.76 0.18
C -0.85 -0.83 -0.51
O -1.06 -0.94 -1.69
N 0.17 1.36 1.43
H 2.02 1.08 0.13
H 0.39 1.10 -0.63
H 1.19 -1.25 -0.50
H 0.34 -1.15 1.12
H -1.43 -0.19 0.18
H 0.40 0.83 2.29
H 0.31 2.29 1.53
```

The HOMO-LUMO gap comes out at 10.13 eV. The energy above the lowest of the compared OMol25 structures with the same formula, charge and spin is 2.502 eV. The calculation puts the calculated total energy at -6760.248 eV. The total charge is 0. As for the SMILES: NCCC=O.